Entry 1:
The following is a quantum chemistry calculation of a single C4H7O4P molecule in a non-equilibrium geometry, from the Open Molecules 2025 dataset.

Structure (ORCA input):
```
! RIJCOSX wB97M-V def2-TZVPD def2/J DEFGRID3
* xyz 0 1
C 0.342 1.135 -1.280
C 0.282 0.127 -0.131
C -0.777 0.531 0.897
O -2.076 0.488 0.481
P -2.782 -0.950 0.207
O -4.163 -0.698 -0.258
O -0.021 -1.229 -0.702
C 0.266 -2.301 -0.047
O 0.631 -2.431 1.104
H 0.885 2.013 -0.976
H -0.534 1.173 -1.965
H 0.841 0.546 -1.992
H 1.242 -0.033 0.501
H -0.672 -0.069 1.867
H -0.572 1.628 1.053
H 0.113 -3.007 -0.821
*
```

Summary:
Frontier orbital gap in eV: 10.229
Relative energy (zero: lowest compared OMol25 entry of this formula, charge and spin) in kcal per mole: 29.25
Structure (SMILES): C[C@@H](COP=O)OC=O
LUMO energy in eV: -0.11

Charge distribution, natural (NBO) scheme, values in e: -0.67 0.06 -0.11 -0.80 1.52 -1.00 -0.52 0.65 -0.59 0.24 0.25 0.23 0.23 0.20 0.21 0.12

***

Entry 2:
The following is a quantum chemistry calculation of a molecular structure, C38H34BrF4N2PY in a non-equilibrium geometry, from the Open Molecules 2025 dataset.

Structure (ORCA input):
```
! RIJCOSX wB97M-V def2-TZVPD def2/J DEFGRID3
* xyz 3 1
Y 0.597 -0.372 -0.248
C 4.553 -0.634 1.991
C 4.383 -1.552 0.818
C 5.010 -2.798 0.812
C 4.881 -3.668 -0.258
C 4.102 -3.330 -1.356
C 3.448 -2.103 -1.396
C 2.631 -1.725 -2.598
C 3.626 -1.235 -0.313
N 2.865 -0.001 -0.353
C 3.363 1.177 -0.407
C 4.793 1.537 -0.527
C 2.301 2.294 -0.331
C 2.713 3.713 -0.409
N 1.102 1.854 -0.218
C -0.064 2.713 -0.088
C -0.359 3.248 1.169
C 0.484 2.967 2.377
C -1.470 4.081 1.248
C -2.253 4.335 0.129
C -1.940 3.770 -1.097
C -0.820 2.951 -1.236
C -0.385 2.475 -2.588
H 4.812 -1.202 2.881
H 3.653 -0.057 2.226
H 5.362 0.079 1.824
H 5.610 -3.086 1.665
H 5.387 -4.624 -0.233
H 4.006 -4.014 -2.188
H 2.358 -2.600 -3.185
H 3.127 -1.006 -3.253
H 1.651 -1.249 -2.352
H 5.427 0.656 -0.588
H 5.094 2.151 0.325
H 4.938 2.153 -1.418
H 3.209 3.891 -1.368
H 3.452 3.934 0.364
H 1.863 4.383 -0.311
H 0.691 1.898 2.513
H -0.018 3.305 3.281
H 1.449 3.479 2.332
H -1.718 4.536 2.197
H -3.109 4.990 0.211
H -2.544 3.994 -1.966
H -1.230 2.400 -3.268
H 0.093 1.484 -2.585
H 0.345 3.156 -3.030
F -2.930 -6.942 0.537
C -2.728 -5.653 0.549
C -3.798 -4.777 0.638
F -5.023 -5.233 0.707
C -3.554 -3.406 0.640
F -4.585 -2.577 0.687
C -2.269 -2.884 0.581
P -1.990 -1.114 0.552
C -2.410 -0.563 -1.109
C -3.468 0.239 -1.523
C -3.614 0.522 -2.875
C -2.714 0.030 -3.815
C -1.647 -0.764 -3.421
C -1.491 -1.046 -2.066
C -2.884 -0.308 1.875
C -3.109 1.067 1.791
C -3.727 1.723 2.843
C -4.108 1.018 3.978
C -3.869 -0.346 4.066
C -3.257 -1.014 3.018
C -1.212 -3.792 0.465
Br 0.627 -3.283 0.219
C -1.421 -5.156 0.450
F -0.423 -6.010 0.330
H -4.189 0.607 -0.806
H -4.457 1.114 -3.207
H -2.863 0.252 -4.863
H -0.976 -1.186 -4.156
H -0.778 -1.846 -1.802
H -2.821 1.634 0.912
H -3.926 2.783 2.771
H -4.597 1.533 4.793
H -4.170 -0.893 4.948
H -3.090 -2.081 3.097
*
```

Summary:
Frontier orbital gap in eV: 6.636
Relative energy (zero: lowest compared OMol25 entry of this formula, charge and spin) in kcal per mole: 0.27
LUMO energy in eV: -9.94

Charge distribution, Löwdin scheme, values in e: 1.48 -0.01 -0.21 0.00 -0.02 -0.02 -0.27 -0.02 -0.23 -0.02 -0.20 0.03 -0.20 0.04 -0.02 -0.22 -0.22 -0.01 -0.02 -0.03 -0.01 -0.22 -0.01 0.10 0.08 0.09 0.13 0.13 0.13 0.11 0.11 0.02 0.11 0.12 0.12 0.12 0.12 0.11 0.08 0.10 0.09 0.13 0.13 0.13 0.09 0.05 0.11 0.21 -0.11 -0.11 0.20 -0.20 0.15 -0.31 1.01 -0.37 -0.03 -0.01 -0.03 -0.05 -0.22 -0.37 -0.10 -0.05 -0.03 -0.03 -0.07 -0.50 0.95 -0.25 0.13 0.12 0.13 0.13 0.13 0.05 0.08 0.12 0.13 0.13 0.11

***

Entry 3:
The following is a quantum chemistry calculation of a molecular structure, C26H29MnNOP2Te in a non-equilibrium geometry, from the Open Molecules 2025 dataset.

Structure (ORCA input):
```
! RIJCOSX wB97M-V def2-TZVPD def2/J DEFGRID3
* xyz 1 5
C 3.356 0.016 -3.357
C 2.802 -0.014 -2.082
C 1.893 1.021 -1.729
C 1.370 1.904 -2.701
C 1.927 1.892 -3.982
C 2.928 0.972 -4.295
C 0.204 2.692 -2.223
C 0.455 3.261 -0.871
C 1.005 2.335 0.044
C 0.999 2.577 1.449
C 0.604 3.841 1.876
C 0.152 4.805 0.958
C 0.060 4.520 -0.404
H 4.121 -0.720 -3.595
H 1.565 2.625 -4.725
H 3.382 0.967 -5.285
H -0.054 3.476 -2.933
H 0.658 4.055 2.941
H -0.137 5.787 1.327
H -0.321 5.253 -1.131
N 1.518 1.147 -0.416
Mn -0.261 -0.568 0.112
C 3.095 -1.056 -1.042
H 3.486 -0.600 -0.119
H 3.812 -1.792 -1.417
C 1.421 1.467 2.369
H 2.447 1.143 2.131
H 1.388 1.813 3.407
P 1.539 -1.945 -0.557
P 0.369 -0.069 2.232
C -1.020 0.354 3.343
H -1.628 -0.546 3.512
H -0.649 0.721 4.312
H -1.657 1.114 2.875
C 1.342 -1.232 3.256
H 1.364 -0.902 4.305
H 0.883 -2.227 3.213
H 2.374 -1.306 2.891
C 1.102 -2.813 -2.099
H 1.972 -3.344 -2.509
H 0.301 -3.531 -1.880
H 0.735 -2.084 -2.833
C 2.173 -3.284 0.507
H 1.329 -3.898 0.847
H 2.871 -3.915 -0.062
H 2.689 -2.878 1.386
C -0.937 -2.151 0.678
O -1.524 -3.118 1.009
H -0.616 1.895 -2.023
Te -2.242 0.841 -0.180
C -3.822 -0.563 0.126
C -4.247 -1.308 -0.983
C -5.227 -2.296 -0.814
C -5.786 -2.514 0.458
C -5.382 -1.741 1.557
C -4.401 -0.748 1.395
H -3.789 -1.114 -1.954
H -5.548 -2.893 -1.670
H -6.546 -3.286 0.586
H -5.825 -1.911 2.542
H -4.073 -0.126 2.230
*
```

Summary:
Frontier orbital gap (alpha / beta) in eV: 6.427 / 5.470
LUMO energy (alpha / beta) in eV: -3.48 / -5.18

Charge distribution, natural (NBO) scheme, values in e: -0.24 0.09 0.06 0.02 -0.20 -0.16 -0.48 0.03 0.08 0.11 -0.24 -0.14 -0.21 0.23 0.23 0.23 0.25 0.23 0.23 0.23 -0.47 0.36 -0.74 0.26 0.25 -0.75 0.25 0.24 0.99 0.90 -0.95 0.25 0.24 0.27 -0.95 0.25 0.25 0.24 -0.95 0.25 0.25 0.26 -0.94 0.25 0.25 0.25 0.52 -0.45 0.26 0.04 -0.22 -0.26 -0.20 -0.21 -0.20 -0.26 0.22 0.22 0.23 0.23 0.22

***

Entry 4:
The following is a quantum chemistry calculation of 2 unconnected molecules or ions with the total composition C10H21BOS in a non-equilibrium geometry, from the Open Molecules 2025 dataset.

Structure (ORCA input):
```
! RIJCOSX wB97M-V def2-TZVPD def2/J DEFGRID3
* xyz 0 1
B 2.439 -2.790 2.066
C 4.734 -3.270 2.118
C 4.631 -2.511 3.328
C -3.787 2.872 -2.559
C -1.507 3.610 -1.619
C 0.348 -2.430 0.683
C 0.361 -1.073 0.116
C -1.110 -0.549 0.090
C -1.144 0.879 -0.481
C -2.261 1.226 -1.463
C -2.725 2.703 -1.452
O 3.462 -3.159 1.369
S 2.886 -2.213 3.724
H 5.633 -3.056 1.510
H 4.822 -4.379 2.196
H 5.277 -2.977 4.191
H 5.015 -1.397 3.217
H -3.340 2.347 -3.521
H -4.140 3.824 -2.665
H -4.610 2.130 -2.443
H -1.048 3.745 -2.633
H -1.950 4.611 -1.209
H -0.582 3.229 -1.102
H -0.331 -2.408 1.505
H 0.437 -3.343 0.006
H 0.724 -0.871 -0.952
H 0.986 -0.326 0.516
H -1.600 -0.661 1.081
H -1.815 -1.131 -0.471
H -0.183 1.159 -0.934
H -1.220 1.748 0.310
H -3.233 0.496 -1.503
H -1.971 1.071 -2.455
H -3.197 2.892 -0.563
*
```

Summary:
Frontier orbital gap in eV: 8.423
LUMO energy in eV: 0.55

Charge distribution, natural (NBO) scheme, values in e: 0.64 -0.11 -0.58 -0.59 -0.63 -0.46 -0.47 -0.39 -0.41 -0.38 -0.22 -0.72 -0.01 0.21 0.19 0.25 0.22 0.19 0.21 0.21 0.21 0.21 0.22 0.19 0.22 0.20 0.22 0.20 0.20 0.20 0.20 0.19 0.19 0.19

***

Entry 5:
The following is a quantum chemistry calculation of a single C5H9NO molecule in a non-equilibrium geometry, from the Open Molecules 2025 dataset.

Structure (ORCA input):
```
! RIJCOSX wB97M-V def2-TZVPD def2/J DEFGRID3
* xyz 0 1
H -1.342 -0.545 2.142
N -0.603 -0.855 1.515
C 0.192 0.016 1.026
C 0.971 -0.663 -0.039
C -0.257 -1.569 -0.604
C -1.361 -1.214 -1.277
O 0.026 1.333 1.202
C 0.585 2.242 0.255
H 1.761 -1.289 0.392
H 1.407 -0.081 -0.855
H 0.207 -2.504 -0.910
H -2.000 -0.398 -0.959
H -1.799 -1.882 -1.995
H 0.373 1.900 -0.762
H 0.166 3.221 0.494
H 1.674 2.287 0.376
*
```

Summary:
Frontier orbital gap in eV: 9.201
Relative energy (zero: lowest compared OMol25 entry of this formula, charge and spin) in kcal per mole: 88.71
Structure (SMILES): [H]/N=C(/CC=C)OC
LUMO energy in eV: 0.88

Charge distribution, natural (NBO) scheme, values in e: 0.36 -0.70 0.57 -0.53 -0.08 -0.47 -0.50 -0.25 0.24 0.22 0.18 0.19 0.20 0.19 0.21 0.18

***

Entry 6:
The following is a quantum chemistry calculation of a single C6H10O molecule, from the Open Molecules 2025 dataset.

Structure (ORCA input):
```
! RIJCOSX wB97M-V def2-TZVPD def2/J DEFGRID3
* xyz 0 1
C 1.892 -1.164 0.072
C 1.083 -0.184 0.824
C -0.205 1.963 -0.327
C -1.147 0.903 0.211
O -1.812 0.114 -0.790
C -1.155 -1.095 -0.386
C -0.378 -0.351 0.720
H 2.685 -1.534 0.731
H 2.438 -0.575 -0.685
H 1.384 -1.998 -0.434
H 0.547 2.147 0.447
H -0.688 2.905 -0.596
H 0.314 1.565 -1.209
H -1.882 1.329 0.906
H -0.555 -1.525 -1.199
H -1.862 -1.856 -0.031
H -0.659 -0.643 1.745
*
```

Summary:
Frontier orbital gap in eV: 8.356
Relative energy (zero: lowest compared OMol25 entry of this formula, charge and spin) in kcal per mole: 99.52
LUMO energy in eV: 0.10

Charge distribution, natural (NBO) scheme, values in e: -0.80 0.20 -0.65 0.14 -0.53 -0.08 -0.47 0.26 0.28 0.18 0.24 0.22 0.21 0.18 0.17 0.18 0.28

***

Energy: -21739.8854; -134158.6363; -88155.1141; -24266.0884; -8865.3658; -8426.9246 (eV)